1.
Here is the ion C26H38F18NOP2S with charge -1 in a non-equilibrium geometry from the OMol25 dataset. Energies are from ωB97M-V/def2-TZVPD.

Each line ends with the Mulliken charge.
Element x y z (Å)
S: -1.144 5.262 0.854  1.3989
P: -0.011 -0.673 -0.832  2.6171
P: 0.750 -2.759 -0.116  -0.1405
F: -0.905 -3.288 4.709  -0.3726
F: -1.860 -3.852 2.839  -0.3088
F: -2.014 5.595 2.129  -0.3182
F: -0.767 6.802 0.748  -0.3382
F: -2.419 5.505 -0.041  -0.3011
F: -1.887 3.489 -1.539  -0.3175
F: 0.109 5.043 1.803  -0.3176
F: 0.219 -2.485 -2.931  -0.3348
F: 0.888 -1.015 -4.993  -0.3861
F: -0.110 3.766 -2.732  -0.3903
F: -0.287 5.916 -1.515  -0.2965
F: -1.533 3.741 1.033  -0.2812
F: -4.056 -2.566 3.483  -0.2609
F: 1.149 4.789 -0.389  -0.2476
F: 2.063 -1.404 -2.646  -0.3386
F: 1.241 0.767 -3.760  -0.2702
F: -3.380 -3.659 5.186  -0.2760
F: -3.127 -1.543 5.114  -0.2737
O: 1.629 -0.189 -0.542  -0.5957
N: 1.394 -2.764 1.360  -0.6652
C: 4.106 -1.094 0.287  -1.8460
C: 3.881 0.277 3.661  1.0673
C: -3.095 -2.641 4.386  0.5996
C: 2.234 0.636 0.395  -1.1718
C: 0.693 -1.226 -2.639  0.2075
C: -1.782 -1.346 -1.303  -1.7290
C: -4.458 -0.328 -6.459  -1.4455
C: 3.535 -0.384 5.018  -1.4701
C: -0.578 -0.344 0.964  1.0846
C: -3.858 0.295 -4.097  -1.0628
C: -1.121 -1.599 3.099  -0.6430
C: 0.120 2.314 -0.903  -0.8743
C: -3.217 0.053 -2.885  -0.1502
C: -3.770 -0.615 -5.157  1.0602
C: 3.438 -0.006 1.124  0.6292
C: -0.547 3.562 -1.457  1.1106
C: -1.537 -1.343 1.643  -1.4120
C: -0.134 4.867 -0.706  0.3805
C: 5.410 0.261 3.440  -1.4779
C: -1.720 -2.838 3.712  0.7125
C: -2.402 -2.030 -3.712  0.2231
C: 3.121 -0.466 2.565  -0.7382
C: -3.042 -1.790 -4.930  -1.0384
C: -0.581 1.063 -1.408  -2.1048
C: -2.433 -1.101 -2.654  -0.0837
C: 0.467 -0.344 -3.878  0.2907
H: -5.186 0.468 -6.311  0.3604
H: 2.058 -0.376 2.773  -0.6269
H: -0.552 -0.028 -4.075  0.0620
H: -4.436 1.200 -4.218  0.3122
H: 5.778 1.257 3.198  0.2545
H: -1.824 -2.424 -1.155  0.7333
H: 4.104 -0.816 -0.764  0.3053
H: 1.715 -3.270 -1.009  0.1393
H: 0.183 2.370 0.176  0.3403
H: 5.156 -1.169 0.582  0.5606
H: -1.043 0.640 1.040  0.6050
H: 2.644 1.515 -0.121  0.4211
H: 3.485 0.339 5.829  0.3470
H: 1.602 1.080 1.170  0.1936
H: 0.877 -3.392 1.964  0.2726
H: 0.270 -0.285 1.636  -1.5936
H: -3.327 0.784 -2.096  0.3504
H: 3.554 1.314 3.744  0.3538
H: 2.571 -0.890 4.971  0.2908
H: 5.668 -0.388 2.609  0.2530
H: -2.978 -2.526 -5.720  0.3768
H: 3.356 -1.527 2.653  0.4154
H: -5.005 -1.187 -6.838  0.3762
H: 3.655 -2.066 0.450  0.2741
H: -1.878 -2.964 -3.596  0.4271
H: -2.531 -0.892 1.688  0.4923
H: -0.041 -1.659 3.195  -0.0073
H: 5.937 -0.051 4.336  0.4988
H: -0.759 1.187 -2.473  0.9444
H: -1.678 -2.288 1.130  0.7247
H: 1.125 2.367 -1.312  0.2372
H: -0.293 -3.721 -0.134  0.1852
H: -1.587 1.105 -0.989  0.6021
H: 4.263 -1.157 5.254  0.3780
H: 4.175 0.795 1.229  0.6288
H: -2.525 -0.949 -0.612  0.6392
H: -1.442 -0.740 3.683  0.5038
H: -3.767 0.031 -7.219  0.2659

The charge is -1. As for the HOMO-LUMO gap: 6.61 eV.

2.
Here is the molecule C2H5F2NO in a non-equilibrium geometry from the OMol25 dataset. Energies are from ωB97M-V/def2-TZVPD.

Each line ends with the Mulliken charge.
Element x y z (Å)
F: -1.627 -1.625 -0.348  -0.3195
F: 2.057 1.364 -0.076  -0.1816
O: -0.062 -0.469 0.897  -0.3529
N: 0.867 1.119 -0.732  -0.3167
C: -0.242 0.795 0.438  -0.3865
C: -0.272 -1.558 0.054  -0.0046
H: -0.289 -2.420 0.623  0.2047
H: 0.611 2.063 -1.199  0.2653
H: -1.133 0.910 -0.025  0.4150
H: -0.173 1.412 1.222  0.3994
H: 0.263 -1.592 -0.856  0.2774

The structure (SMILES) is FCOCNF. As for the HOMO-LUMO gap: 11.08 eV.

3.
Here is the molecule C5H10O2Se in a non-equilibrium geometry from the OMol25 dataset. Energies are from ωB97M-V/def2-TZVPD.

Each line ends with the Mulliken charge.
Element x y z (Å)
Se: -0.689 2.818 -1.030  -0.0976
O: 1.579 0.092 -0.062  -0.4184
O: 0.866 -1.099 2.911  -0.4698
C: -0.796 -0.059 -0.437  -0.8214
C: 1.292 0.391 -1.467  -0.5011
C: 0.384 -1.318 1.590  -0.4888
C: 0.311 -0.027 0.664  0.2569
C: -0.249 0.835 -1.448  -0.4858
H: -0.745 -1.050 -0.865  0.3356
H: 0.946 -2.192 1.258  0.2808
H: 1.946 1.207 -1.703  0.3300
H: -0.700 -1.658 1.646  0.2543
H: -1.323 3.191 -2.266  0.0865
H: -1.716 0.273 -0.049  0.3879
H: -0.540 0.738 -2.442  0.5249
H: 1.336 -0.555 -1.920  0.3473
H: 0.737 -0.216 3.007  0.3098
H: 0.199 0.866 1.325  0.1689

The structure (SMILES) is OC[C@@H]1C[C@@H]([SeH])CO1. As for the HOMO-LUMO gap: 9.66 eV.

4.
Here is the ion C9H19BFN4O2 with charge +1 in a non-equilibrium geometry from the OMol25 dataset. Energies are from ωB97M-V/def2-TZVPD.

Each line ends with the Mulliken charge.
Element x y z (Å)
F: 3.265 -3.147 0.918  -0.2952
O: -3.265 -0.319 1.056  -0.4800
O: -2.108 -2.484 1.242  -0.5079
N: 0.495 2.972 -2.931  -0.3756
N: -1.548 0.494 -0.861  -0.6879
N: 0.766 0.301 -1.100  0.1804
N: -1.017 -0.472 -0.034  0.8195
C: 2.144 0.566 -1.585  -0.8801
C: 0.389 -0.660 -0.114  0.2429
C: -0.670 2.105 -2.636  -0.6823
C: 1.214 -1.681 0.759  -0.1879
C: -0.417 0.982 -1.549  0.2303
C: -1.579 -2.653 2.580  0.0077
C: -2.148 -1.642 3.683  -1.0399
C: 0.692 4.043 -1.897  -0.7844
C: 2.628 -2.110 0.166  -0.5924
B: -2.098 -1.137 0.785  0.2720
H: 0.582 -2.642 0.813  0.3077
H: 1.807 4.129 -1.706  0.2492
H: -1.900 -3.705 2.916  0.3210
H: -0.446 -2.641 2.662  0.0907
H: 2.732 -0.386 -1.842  0.2820
H: 0.235 5.003 -2.315  0.3216
H: -1.396 -0.795 3.806  0.2554
H: 0.149 3.727 -0.942  0.2792
H: 0.260 3.426 -3.831  0.2954
H: -1.143 1.620 -3.557  0.3717
H: 2.191 1.213 -2.522  0.3435
H: -1.494 2.789 -2.206  0.3984
H: -3.213 -1.299 3.505  0.2833
H: 2.694 1.165 -0.772  0.3333
H: 1.375 -1.356 1.844  0.3203
H: 3.321 -1.196 0.251  0.2953
H: -2.151 -2.214 4.677  0.3588
H: -2.961 0.376 1.690  0.3405
H: 2.617 -2.373 -0.946  0.3135

The charge is +1. The structure (SMILES) is CCOB(O)n1nc(CNC)[n+](C)c1CCF. As for the HOMO-LUMO gap: 8.76 eV.

5.
Here is a structure of composition C20H20As2F12HfN4Na in a non-equilibrium geometry from the OMol25 dataset. Energies are from ωB97M-V/def2-TZVPD.

Each line ends with the Mulliken charge.
Element x y z (Å)
Hf: -16.814 -8.481 9.537  1.0632
As: -18.480 -8.459 5.626  1.9899
As: -17.587 -4.675 8.257  1.9169
Na: -15.603 -5.614 4.906  0.9632
F: -18.085 -8.426 7.433  -0.0363
F: -20.083 -7.714 5.809  -0.4036
F: -17.533 -2.954 7.754  -0.4662
F: -16.482 -5.035 6.897  -0.4884
F: -16.908 -9.255 5.478  -0.4872
F: -17.405 -6.389 8.877  -0.2948
F: -17.574 -6.932 5.598  -0.4163
F: -18.604 -4.233 9.633  -0.4291
F: -16.070 -4.305 9.261  -0.4772
F: -19.044 -5.120 7.327  -0.4110
F: -18.684 -8.441 3.843  -0.4972
F: -19.201 -10.076 5.813  -0.4707
N: -14.483 -7.097 3.117  -0.3442
N: -21.551 -4.487 2.528  -0.3902
N: -24.619 -10.692 4.933  -0.3800
N: -16.767 -10.657 8.500  -0.2456
C: -15.693 -12.651 7.240  -0.5550
C: -13.913 -6.439 2.101  -0.0428
C: -12.640 -8.648 2.931  -0.4604
C: -22.905 -4.410 2.501  -0.1611
C: -15.674 -11.402 7.902  -0.2049
C: -22.815 -9.253 6.587  -0.0529
C: -13.833 -8.244 3.491  -0.0308
C: -17.932 -11.455 8.322  -0.1128
C: -21.060 -5.656 3.035  -0.2784
C: -12.686 -6.761 1.488  -0.5057
C: -23.839 -5.450 2.864  -0.2898
C: -24.119 -9.444 6.995  -0.4882
C: -24.989 -10.098 6.127  -0.1835
C: -16.879 -13.311 7.100  -0.1670
C: -12.055 -7.943 1.882  -0.2207
C: -23.211 -6.666 3.274  -0.3821
C: -17.984 -12.679 7.708  -0.4880
C: -22.414 -9.968 5.419  0.1216
C: -21.853 -6.705 3.473  0.3099
C: -23.340 -10.590 4.598  -0.3697
H: -23.009 -11.167 3.746  0.4123
H: -25.988 -10.286 6.493  0.4072
H: -21.404 -7.634 3.793  0.3393
H: -23.777 -7.555 3.511  0.4102
H: -17.048 -14.319 6.750  0.4549
H: -19.992 -5.749 3.166  0.4712
H: -11.224 -8.502 1.478  0.3924
H: -12.297 -6.084 0.741  0.3895
H: -12.281 -9.611 3.265  0.3568
H: -24.914 -5.400 2.766  0.4409
H: -18.899 -11.018 8.522  0.3233
H: -14.707 -10.922 7.893  0.4008
H: -18.912 -13.225 7.627  0.3744
H: -24.413 -8.978 7.923  0.4326
H: -14.314 -5.519 1.703  0.3458
H: -21.391 -10.005 5.075  0.3492
H: -22.036 -8.743 7.133  0.4273
H: -14.225 -8.792 4.336  0.3075
H: -23.352 -3.559 2.009  0.3948
H: -14.817 -13.154 6.857  0.4371

The charge is +3. As for the HOMO-LUMO gap: 1.48 eV.

6.
Here is the molecule C5H7NS in a non-equilibrium geometry from the OMol25 dataset. Energies are from ωB97M-V/def2-TZVPD.

Each line ends with the Mulliken charge.
Element x y z (Å)
S: 2.337 -1.389 -0.132  -0.1766
N: 0.609 -1.219 0.077  -0.4275
C: 0.062 -0.090 -0.046  0.8894
C: 1.482 1.903 0.292  -0.5446
C: 0.492 1.301 -0.475  -0.4633
C: -2.304 -1.261 -0.007  -0.7189
C: -1.503 -0.170 0.001  -0.2786
H: 2.458 -2.744 -0.078  0.1552
H: -3.336 -1.217 0.142  0.3505
H: 1.740 3.021 0.076  0.2197
H: -1.831 -2.284 0.356  0.2224
H: -0.228 1.849 -1.104  0.3413
H: 2.041 1.464 1.171  0.2765
H: -2.019 0.835 -0.273  0.1546

The structure (SMILES) is C=CC(C=C)=NS. As for the HOMO-LUMO gap: 8.94 eV.

The records above give, respectively, HOMO level values of -4.45; -10.13; -9.09; -12.82; -16.14; -8.68 eV.